Record 1
82
Properties=species:S:1:pos:R:3:forces:R:3:mulliken_charge:R:1 method="wB97M-V/def2-TZVPD" lumo_energy_ev=2.1 multiplicity=1 fmax_ev_per_a=0.62 orbital_gap_ha=0.3015 charge=-1 e_homo_ev=-6.116
C -1.315 -5.417 1.166 0.004 -0.138 0.129 -1.03
C -2.131 -4.536 2.122 -0.083 0.102 -0.277 -0.29
C -1.455 -3.312 2.773 -0.057 -0.119 0.144 -0.29
Br -2.065 -3.161 4.629 -0.064 0.051 0.003 -0.15
S 0.363 -3.274 2.806 0.077 -0.133 0.086 1.22
O 0.777 -4.636 3.048 0.125 0.306 0.085 -0.76
O 0.755 -2.256 3.750 0.006 -0.140 -0.066 -0.70
N 0.833 -2.891 1.326 -0.452 -0.258 -0.221 -0.29
S 0.489 -1.520 0.619 0.566 -0.093 -0.235 1.08
O 1.754 -0.894 0.239 -0.142 0.333 0.200 -0.87
O -0.491 -0.696 1.325 -0.023 0.053 0.062 -0.66
P -0.313 -1.779 -1.432 -0.214 0.145 -0.046 -0.02
O -1.653 -0.895 -1.219 0.078 -0.004 0.096 -0.41
O -0.879 -3.327 -1.377 -0.045 0.175 -0.239 -0.22
H -0.732 -6.159 1.709 0.052 0.099 0.014 0.36
H -2.013 -5.950 0.513 0.033 0.087 -0.018 0.34
H -0.634 -4.837 0.548 -0.075 -0.028 -0.040 0.08
H -2.967 -4.131 1.548 0.020 -0.036 0.184 0.13
H -2.557 -5.151 2.913 0.098 -0.036 -0.029 0.46
H -1.779 -2.377 2.324 0.165 -0.022 -0.044 0.31
H -1.976 -0.878 -0.301 0.025 -0.029 0.006 0.27
H -0.698 -3.688 -2.257 0.153 -0.195 0.211 0.29
C 4.454 -1.932 1.350 -0.253 -0.108 0.039 0.99
C 4.294 -0.685 2.190 -0.110 -0.006 -0.038 -0.19
O 5.659 -0.399 2.559 0.042 0.026 -0.013 -0.39
C 6.477 -0.965 1.651 -0.008 0.041 0.024 0.59
O 7.653 -0.778 1.584 -0.002 -0.005 -0.010 -0.58
O 5.784 -1.775 0.822 0.046 -0.032 -0.017 -0.32
H 3.724 -1.981 0.547 0.053 0.044 0.053 -0.73
H 4.420 -2.845 1.945 -0.005 0.008 0.024 0.14
H 3.900 0.148 1.609 0.000 -0.013 -0.012 0.25
H 3.690 -0.828 3.081 0.050 -0.036 0.033 0.26
C -0.638 3.451 1.417 -0.013 -0.163 0.020 -0.22
C -1.590 2.300 1.682 0.087 -0.073 0.001 0.12
O -2.861 2.986 1.775 -0.022 -0.073 -0.019 -0.41
C -2.771 4.132 1.094 -0.038 0.149 -0.092 0.74
O -3.685 4.862 0.838 0.017 -0.003 0.069 -0.60
O -1.495 4.388 0.740 0.126 0.050 0.112 -0.31
H 0.190 3.178 0.772 -0.053 -0.006 -0.045 0.17
H -0.268 3.917 2.333 -0.028 -0.004 0.011 0.26
H -1.622 1.599 0.852 0.018 -0.001 -0.029 -0.08
H -1.404 1.759 2.604 -0.030 0.017 0.024 0.37
C 1.369 4.584 -3.467 -0.037 0.064 -0.030 -0.32
C 0.303 5.312 -2.667 0.014 0.112 -0.035 -0.31
O -0.433 4.230 -2.094 -0.026 -0.115 -0.014 -0.23
C 0.377 3.146 -2.027 0.224 0.096 0.012 0.42
O 0.151 2.153 -1.420 -0.159 0.005 0.002 -0.32
O 1.517 3.372 -2.730 -0.004 -0.082 -0.034 -0.30
H 2.324 5.102 -3.507 0.013 -0.028 0.052 0.30
H 1.036 4.344 -4.479 -0.001 0.011 0.001 0.25
H 0.723 5.917 -1.862 0.005 -0.003 -0.003 0.24
H -0.365 5.922 -3.270 -0.038 -0.049 0.001 0.27
C -1.654 7.516 1.461 -0.115 -0.003 0.055 0.13
C -2.028 8.575 2.480 -0.088 -0.024 -0.060 -0.34
O -0.755 9.139 2.817 0.013 0.029 0.018 -0.35
C 0.099 8.912 1.791 0.011 0.011 -0.002 0.63
O 1.179 9.400 1.690 -0.011 -0.003 -0.001 -0.55
O -0.451 8.062 0.899 0.032 -0.030 -0.040 -0.31
H -2.393 7.362 0.681 0.046 0.006 -0.035 0.34
H -1.425 6.556 1.919 0.027 0.015 0.005 -0.11
H -2.653 9.363 2.054 -0.010 -0.009 -0.004 0.24
H -2.501 8.179 3.375 0.071 -0.007 0.030 0.30
C -4.480 -5.032 -2.957 -0.032 0.018 -0.065 -0.36
C -4.313 -3.659 -3.588 0.065 -0.056 -0.061 -0.31
O -4.361 -2.800 -2.451 -0.007 0.067 0.059 -0.33
C -4.000 -3.508 -1.356 0.152 -0.090 0.034 0.71
O -3.778 -3.054 -0.285 -0.209 0.155 0.003 -0.47
O -3.936 -4.832 -1.655 -0.016 0.007 0.025 -0.30
H -3.931 -5.822 -3.463 0.050 0.016 0.034 0.29
H -5.530 -5.317 -2.861 0.000 -0.002 -0.017 0.27
H -3.344 -3.541 -4.076 -0.002 -0.013 -0.005 0.22
H -5.106 -3.390 -4.281 -0.030 0.029 0.051 0.30
C 4.214 -3.107 -2.140 0.024 -0.007 0.127 -0.07
C 3.327 -4.218 -1.600 0.172 0.005 0.079 -0.33
O 2.063 -3.897 -2.184 -0.050 -0.114 -0.150 -0.27
C 2.264 -3.129 -3.275 -0.036 0.368 0.452 0.65
O 1.390 -2.769 -3.998 0.022 -0.302 -0.430 -0.52
O 3.562 -2.774 -3.376 -0.070 -0.058 -0.120 -0.38
H 5.237 -3.412 -2.339 -0.020 -0.005 -0.061 0.34
H 4.211 -2.223 -1.501 -0.007 -0.017 -0.036 0.10
H 3.636 -5.202 -1.958 -0.002 0.001 0.016 0.29
H 3.230 -4.230 -0.518 -0.095 0.070 0.008 0.25



Record 2
74
Properties=species:S:1:pos:R:3:forces:R:3:mulliken_charge:R:1 method="wB97M-V/def2-TZVPD" lumo_energy_ev=0.5 multiplicity=1 fmax_ev_per_a=6.99 orbital_gap_ha=0.3040 charge=0 smiles=FC(F)C(F)(F)COC(F)(F)C(F)F.FC(F)C(F)(F)COC(F)(F)C(F)F.C#CCCC[PH2](CCCCN)COC e_homo_ev=-7.725
F 1.014 -5.099 -4.041 -0.040 0.170 0.007 -0.22
C 1.014 -3.752 -4.062 0.753 0.133 0.674 -0.03
F 1.137 -3.353 -2.768 -0.185 0.129 -0.290 -0.18
C -0.254 -3.165 -4.680 -0.939 -0.109 -0.166 1.11
F -1.348 -3.458 -3.933 0.315 -0.061 0.054 -0.26
F -0.139 -1.802 -4.648 0.429 -0.280 -0.078 -0.36
C -0.528 -3.557 -6.145 -0.355 0.377 -0.784 -0.83
O -1.439 -4.643 -6.371 0.909 -0.974 0.921 -0.41
C -0.904 -5.952 -6.284 0.230 1.537 -1.201 0.76
F 0.443 -5.883 -6.276 -0.281 -0.556 0.066 -0.27
F -1.237 -6.567 -7.445 -0.195 -0.148 0.564 -0.30
C -1.474 -6.753 -5.105 -0.322 -0.411 0.668 0.19
F -1.268 -6.126 -3.924 -0.116 0.033 -0.361 -0.19
F -0.874 -7.965 -5.011 0.060 0.228 -0.401 -0.26
H 1.908 -3.415 -4.596 -0.164 0.073 -0.128 0.28
H -1.028 -2.696 -6.601 -0.073 -0.153 0.284 0.41
H 0.393 -3.675 -6.723 -0.021 -0.148 0.329 0.34
H -2.549 -6.905 -5.221 0.036 0.092 -0.231 0.24
F 1.184 6.798 4.826 0.173 0.015 0.002 -0.20
C 2.491 6.823 5.149 -0.059 0.604 0.837 0.11
F 2.770 8.106 5.503 0.272 -0.163 -0.195 -0.28
C 3.398 6.380 4.002 0.084 -0.033 -1.018 0.87
F 3.327 7.240 2.956 -0.147 -0.027 0.320 -0.27
F 4.690 6.443 4.446 -0.352 -0.150 0.355 -0.33
C 3.172 4.944 3.486 0.507 -0.733 -0.309 -0.71
O 2.349 4.792 2.321 -1.233 0.785 0.715 -0.37
C 0.947 4.771 2.529 1.564 -1.178 0.492 0.64
F 0.697 4.620 3.846 -0.505 0.082 -0.391 -0.29
F 0.502 3.636 1.936 -0.162 0.539 -0.197 -0.20
C 0.231 5.980 1.913 -0.348 0.696 -0.322 0.23
F 0.716 7.149 2.388 0.075 -0.356 -0.147 -0.22
F -1.092 5.959 2.209 0.222 -0.401 0.070 -0.26
H 2.641 6.197 6.035 0.108 -0.103 -0.152 0.29
H 4.153 4.581 3.163 -0.153 0.276 -0.077 0.43
H 2.875 4.258 4.284 -0.154 0.312 -0.028 0.33
H 0.343 5.987 0.827 0.092 -0.229 0.030 0.23
C -1.317 2.151 -1.654 -4.951 -3.632 3.339 -0.43
C -2.341 1.432 -1.210 5.021 3.015 -2.090 -0.13
C -3.544 0.457 -0.756 1.032 0.782 -1.112 -0.28
C -3.277 -1.108 -1.133 -0.812 -0.407 -0.047 -0.36
C -2.827 -2.010 0.138 -1.275 -0.260 -0.522 -0.92
P -1.225 -1.425 0.986 0.007 -1.062 -0.160 0.98
C -0.205 -1.489 -0.632 1.223 0.843 -0.755 -0.72
C 1.395 -1.333 -0.248 -0.883 -0.550 -1.138 -0.65
C 1.781 0.157 0.241 0.858 0.281 -0.752 -0.09
C 2.649 0.235 1.608 -0.287 0.786 0.373 -0.23
N 2.357 -0.835 2.617 0.148 -0.690 -1.045 -0.66
C -2.044 -1.422 2.748 -0.174 -1.076 0.774 -1.04
O -1.075 -0.798 3.651 -1.545 0.988 -0.564 -0.23
C -1.623 0.396 4.278 0.102 0.232 0.427 -0.56
H -0.346 2.782 -1.701 -2.409 -1.505 -0.090 0.33
H -4.473 0.791 -1.371 1.597 -0.398 1.396 0.34
H -3.692 0.616 0.387 0.109 -0.295 -2.081 0.20
H -2.585 -1.235 -2.056 -1.026 0.397 1.812 0.14
H -4.314 -1.524 -1.472 1.816 0.705 0.617 0.40
H -2.694 -3.118 -0.207 -0.083 2.027 0.585 0.33
H -3.703 -2.010 0.912 1.559 0.012 -1.397 0.40
H -0.849 -0.061 1.245 -0.139 -0.200 -0.181 -0.18
H -0.346 -2.475 1.501 -0.306 0.487 -0.124 -0.04
H -0.463 -0.598 -1.315 0.300 -1.315 0.917 0.11
H -0.421 -2.460 -1.216 0.490 1.402 1.003 0.17
H 1.987 -1.594 -1.215 -0.917 0.488 1.773 0.23
H 1.622 -2.174 0.502 -0.121 1.448 -0.893 0.39
H 2.452 0.620 -0.598 -1.253 -0.723 1.430 0.41
H 0.856 0.858 0.300 1.501 -1.399 0.053 -0.09
H 3.801 0.246 1.440 -2.087 -0.023 0.049 0.32
H 2.364 1.247 2.120 0.667 -1.679 -0.983 -0.07
H 2.909 -1.697 2.396 -0.612 1.145 0.186 0.31
H 1.370 -1.142 2.519 0.771 0.480 0.316 0.26
H -3.085 -0.921 2.755 1.561 -0.633 0.310 0.40
H -2.112 -2.540 3.087 -0.297 1.869 -0.543 0.30
H -2.302 0.976 3.547 0.909 -0.923 1.185 0.26
H -0.757 1.114 4.565 -1.409 -1.452 -0.372 0.16
H -2.211 0.043 5.224 0.886 0.969 -1.606 0.25



Record 3
66
Properties=species:S:1:pos:R:3:forces:R:3:mulliken_spin:R:1 method="wB97M-V/def2-TZVPD" lumo_energy_ev="-3.1 / -3.2" multiplicity=4 fmax_ev_per_a=2.57 s_squared=3.934 orbital_gap_ha="0.3065 / 0.3134" charge=+1 e_homo_ev="-11.393 / -11.710"
C 3.263 -1.478 -2.146 0.035 0.276 0.021 0.00
C 2.452 -1.050 -1.109 -0.945 -1.651 0.903 0.02
N 1.435 -0.201 -1.264 -0.005 0.719 -0.934 -0.06
C 1.336 0.464 -2.428 -0.145 -0.025 -0.750 0.02
C 2.192 0.180 -3.489 -0.219 0.296 0.018 0.00
C 3.132 -0.832 -3.367 0.340 -0.029 0.298 0.00
C 2.602 -1.610 0.273 1.573 0.037 0.346 0.00
P 1.271 -1.348 1.444 -0.567 0.872 -0.526 -0.04
Mn -0.102 0.121 0.173 -0.569 -0.432 0.436 3.40
P -0.363 2.059 -0.962 -0.810 0.784 -0.700 -0.09
C 0.224 1.492 -2.592 0.298 -0.239 -0.330 -0.02
C -0.917 0.779 1.883 0.137 0.013 -0.345 -0.23
C -2.010 0.015 2.272 -0.375 -0.166 0.285 0.05
C -2.810 0.423 3.340 0.364 0.494 0.254 -0.03
C -2.502 1.603 4.028 -0.059 0.104 -0.019 0.04
C -1.385 2.355 3.656 0.458 0.550 0.182 -0.03
C -0.579 1.935 2.596 0.462 0.096 -0.295 0.03
O 4.611 0.052 1.212 1.532 0.944 -1.830 0.00
O 2.854 1.942 0.606 0.491 0.023 0.503 -0.02
H 3.963 -2.293 -1.953 -0.078 0.382 -0.221 0.00
H 2.090 0.755 -4.405 0.051 -0.168 0.084 0.00
H 3.812 -1.083 -4.171 -0.226 0.004 -0.134 0.00
C 0.371 -2.873 1.672 -0.254 -0.438 0.321 0.00
C 1.993 -0.922 3.050 0.053 -0.068 0.279 0.00
H 0.588 2.347 -3.182 -0.075 -0.234 0.132 0.00
H -0.622 1.056 -3.149 0.262 0.030 0.281 0.00
H 3.484 -1.019 0.688 -0.973 -0.697 -0.113 0.01
H 2.988 -2.625 0.336 -0.104 -0.300 -0.404 0.00
C -2.103 2.517 -1.140 -0.285 0.168 -0.106 0.00
C 0.550 3.593 -0.668 0.215 0.119 0.211 0.00
H -2.256 -0.903 1.741 -0.029 0.305 0.084 -0.01
H -3.666 -0.164 3.642 -0.029 -0.052 -0.039 0.00
H -3.128 1.959 4.855 0.233 -0.273 -0.380 0.00
H -1.110 3.293 4.186 -0.365 -0.848 -0.334 0.00
H 0.341 2.496 2.303 -0.947 -0.280 0.389 0.00
H 2.144 1.333 0.905 0.285 0.303 -0.091 0.08
H 3.107 2.429 1.404 0.036 0.122 -0.095 0.00
H 4.052 0.777 0.780 0.959 -0.707 0.613 0.00
H 5.354 -0.103 0.546 -1.249 0.352 1.454 0.00
H 0.874 1.256 0.480 -0.549 -0.397 0.354 -0.25
H 0.973 -3.602 2.215 0.020 -0.127 -0.091 0.00
H -0.505 -2.642 2.283 -0.035 -0.062 -0.011 0.00
H 0.024 -3.283 0.720 0.150 0.107 0.128 0.00
H 2.317 -1.861 3.539 -0.026 0.531 -0.110 0.00
H 2.863 -0.245 2.930 -0.526 -0.406 0.087 0.00
H 1.206 -0.441 3.661 0.430 -0.225 -0.246 0.00
H 0.463 4.276 -1.526 -0.081 -0.236 0.238 0.00
H 0.153 4.086 0.228 0.071 -0.073 -0.183 0.00
H 1.605 3.340 -0.489 -0.413 0.201 -0.174 0.00
H -2.244 3.339 -1.852 0.140 -0.146 0.069 0.00
H -2.699 1.653 -1.450 0.269 0.130 0.061 0.00
H -2.478 2.847 -0.168 0.081 -0.049 -0.002 0.00
C -2.259 -3.075 -0.987 0.238 -0.308 0.428 0.00
C -2.460 -1.603 -1.309 -1.689 -0.113 -1.641 -0.02
O -1.643 -0.752 -0.695 1.295 0.779 0.653 0.14
C -2.309 -1.479 -2.904 0.111 -0.809 0.096 0.00
F -3.101 -2.372 -3.598 0.930 1.436 0.797 0.00
F -2.529 -0.226 -3.371 -0.081 -0.816 0.176 0.00
F -1.014 -1.786 -3.224 -0.722 0.283 0.083 0.00
C -3.978 -1.240 -0.956 0.146 -0.043 0.553 0.01
F -4.889 -2.044 -1.555 0.698 0.739 0.369 0.00
F -4.141 -1.393 0.400 0.006 0.179 -1.090 0.00
F -4.289 0.055 -1.247 0.177 -1.082 0.178 0.00
H -1.244 -3.369 -1.292 -0.342 0.040 0.027 0.00
H -3.000 -3.699 -1.499 0.267 0.091 0.184 0.00
H -2.350 -3.208 0.102 -0.042 -0.012 -0.382 0.00



Record 4
61
Properties=species:S:1:pos:R:3:forces:R:3:nbo_charge:R:1 method="wB97M-V/def2-TZVPD" lumo_energy_ev=-10.1 multiplicity=1 e_above_lowest_kj_mol=0.00 fmax_ev_per_a=0.88 orbital_gap_ha=0.2592 charge=+2 e_homo_ev=-17.189
Pd 0.536 -0.448 0.280 -0.452 -0.563 -0.508 1.14
C -0.761 0.974 1.134 0.062 0.048 -0.045 -0.15
C -0.185 1.579 -0.074 0.480 0.332 -0.008 0.14
C -0.612 0.775 -1.194 -0.214 0.233 -0.220 0.15
C -1.404 -0.287 -0.632 0.094 0.008 0.171 -0.10
C -1.563 -0.152 0.798 -0.104 -0.095 -0.083 0.15
C -2.418 -0.990 1.676 -0.115 0.052 -0.019 -0.11
C -2.117 -0.736 3.151 0.067 -0.034 0.011 -0.62
C -3.849 -0.491 1.323 -0.017 -0.062 0.088 -0.59
C -2.298 -2.479 1.332 0.011 0.026 -0.027 -0.61
C -0.417 0.849 -2.713 -0.018 -0.111 0.082 -0.13
C 0.942 0.245 -3.113 0.050 0.002 0.009 -0.61
C -1.509 0.000 -3.393 0.013 0.003 0.017 -0.61
C -0.597 2.284 -3.223 0.000 0.029 -0.023 -0.61
C 0.773 2.745 0.065 -0.101 -0.005 0.173 -0.12
C -0.059 4.027 -0.173 -0.007 0.025 -0.041 -0.60
C 1.988 2.668 -0.863 0.054 0.028 0.001 -0.61
C 1.311 2.803 1.511 -0.012 0.015 -0.005 -0.61
H -0.581 1.315 2.141 -0.014 0.040 0.012 0.31
H -1.796 -1.116 -1.202 0.020 -0.026 0.015 0.30
H -2.290 0.305 3.432 0.000 0.005 0.004 0.22
H -1.093 -1.016 3.404 0.005 0.009 -0.007 0.23
H -2.783 -1.346 3.759 -0.002 0.007 -0.003 0.26
H -3.982 0.572 1.528 0.025 0.003 0.005 0.23
H -4.545 -1.044 1.954 -0.020 0.014 -0.020 0.26
H -4.106 -0.692 0.282 0.000 0.000 -0.005 0.22
H -1.291 -2.852 1.521 -0.032 0.026 0.019 0.24
H -2.571 -2.687 0.295 -0.010 -0.023 0.012 0.21
H -2.993 -3.028 1.966 -0.005 -0.036 -0.030 0.26
H 0.998 -0.812 -2.840 -0.003 0.026 0.006 0.22
H 1.795 0.764 -2.683 -0.008 0.009 0.008 0.23
H 1.032 0.299 -4.198 0.014 0.004 0.001 0.26
H -1.412 -1.067 -3.186 0.024 -0.011 -0.027 0.21
H -1.399 0.111 -4.471 -0.019 0.018 0.004 0.26
H -2.516 0.333 -3.132 0.005 -0.008 0.015 0.22
H 0.184 2.969 -2.912 0.008 -0.008 0.011 0.22
H -1.564 2.691 -2.923 0.003 -0.002 0.002 0.23
H -0.582 2.254 -4.313 0.003 0.018 0.004 0.25
H -0.391 4.130 -1.203 -0.001 -0.016 -0.013 0.23
H 0.573 4.881 0.071 -0.003 -0.003 -0.016 0.26
H -0.932 4.066 0.481 0.002 -0.001 0.010 0.22
H 1.748 2.689 -1.919 -0.029 0.015 -0.008 0.22
H 2.594 1.782 -0.658 -0.022 -0.001 0.013 0.22
H 2.615 3.534 -0.657 0.000 0.005 -0.024 0.26
H 0.550 3.107 2.230 -0.014 -0.006 0.003 0.22
H 2.097 3.554 1.550 -0.015 0.011 0.001 0.26
H 1.760 1.861 1.841 0.024 -0.017 -0.026 0.21
C 2.517 -3.526 2.283 -0.032 0.013 -0.011 -0.64
C 2.069 -2.597 1.163 0.000 0.147 0.213 0.06
O 0.980 -1.801 1.580 0.441 -0.199 0.260 -0.71
C 1.604 -3.414 -0.066 0.222 -0.139 0.184 0.96
F 2.604 -3.965 -0.727 -0.137 -0.011 -0.012 -0.28
F 0.729 -4.339 0.293 0.028 0.097 -0.108 -0.28
F 0.945 -2.577 -0.951 -0.019 0.064 -0.062 -0.36
C 3.232 -1.648 0.802 -0.231 0.233 -0.088 0.97
F 3.512 -0.832 1.800 0.046 -0.100 -0.005 -0.28
F 4.315 -2.204 0.346 -0.001 -0.010 -0.054 -0.25
F 2.750 -0.772 -0.236 -0.030 -0.077 0.159 -0.39
H 1.675 -4.135 2.602 0.001 0.003 -0.004 0.26
H 2.870 -2.937 3.127 -0.010 0.009 -0.009 0.26
H 3.320 -4.177 1.937 -0.003 -0.010 0.000 0.26



Which of these has the highest charge?
C21H32F6OPd



Which of these has the lowest charge?
C21H32BrNO24PS2



Which of these has the lowest charge?
C21H32BrNO24PS2



What is the charge in the first record?
-1